No. 1
Entry from the Open Molecules 2025 dataset: 9 unconnected molecules or ions with the total composition C38H99N5O18 at a distorted geometry (the ωB97M-V functional and the def2-TZVPD basis).

## Properties
Lowest unoccupied orbital energy = 0.4 eV
Molar mass = 914.23 g mol⁻¹
SMILES = COCCNCCOC.COCCNCCOC.COCCNCCOC.COCCNCCOC.COCCNCCOC.OCCO.OCCO.OCCO.OCCO
E_tot = -3134.95144 a.u.
Energy relative to the best compared isomer or geometry (same formula, charge and spin) = 25.53 kcal/mol
Orbital gap = 8.74 eV

Each line ends with the Löwdin charge.
Geometry (Å):
C 9.72 -2.50 -3.08  -0.123
O 8.58 -2.13 -3.79  -0.210
C 8.83 -1.53 -5.04  -0.234
C 7.52 -1.33 -5.78  -0.203
N 6.71 -0.20 -5.32  -0.037
C 6.22 -0.33 -3.99  -0.223
C 5.44 0.86 -3.56  -0.240
O 4.12 0.89 -4.08  -0.194
C 3.35 1.90 -3.46  -0.113
H 10.44 -3.08 -3.68  0.086
H 9.40 -3.14 -2.26  0.087
H 10.25 -1.65 -2.63  0.088
H 9.44 -2.16 -5.69  0.121
H 9.32 -0.56 -4.85  0.130
H 7.01 -2.31 -5.64  0.125
H 7.73 -1.18 -6.84  0.118
H 6.01 -0.12 -6.05  0.074
H 7.02 -0.41 -3.26  0.118
H 5.63 -1.25 -3.79  0.129
H 5.96 1.77 -3.92  0.129
H 5.44 1.01 -2.47  0.124
H 2.97 1.53 -2.50  0.066
H 2.54 2.18 -4.12  0.085
H 3.91 2.83 -3.29  0.092
C 3.88 -0.24 -7.84  -0.099
O 3.52 -1.39 -7.09  -0.193
C 2.12 -1.47 -6.87  -0.237
C 1.82 -2.83 -6.29  -0.204
N 2.59 -3.20 -5.11  -0.061
C 2.38 -2.37 -3.94  -0.212
C 1.02 -2.62 -3.31  -0.220
O 0.87 -2.03 -2.04  -0.183
C 0.84 -0.61 -2.13  -0.084
H 4.96 -0.15 -7.72  0.069
H 3.35 0.69 -7.65  0.094
H 3.76 -0.52 -8.89  0.091
H 1.59 -1.45 -7.84  0.125
H 1.80 -0.62 -6.26  0.117
H 1.95 -3.57 -7.08  0.120
H 0.78 -2.88 -5.97  0.109
H 3.57 -3.33 -5.31  0.101
H 2.54 -1.31 -4.15  0.093
H 3.18 -2.62 -3.24  0.129
H 0.89 -3.69 -3.18  0.129
H 0.20 -2.28 -3.96  0.114
H 1.77 -0.20 -2.52  0.065
H 0.65 -0.15 -1.16  0.074
H -0.05 -0.36 -2.72  0.076
C -6.07 1.87 -1.07  -0.101
O -5.06 0.88 -0.98  -0.207
C -3.93 1.34 -0.21  -0.205
C -3.09 0.10 0.02  -0.205
N -1.69 0.42 0.25  -0.048
C -1.55 1.33 1.39  -0.202
C -0.18 1.28 2.07  -0.236
O 0.93 1.17 1.25  -0.169
C 1.52 2.37 0.85  -0.097
H -6.84 1.37 -1.67  0.076
H -5.80 2.79 -1.58  0.091
H -6.51 1.98 -0.07  0.087
H -4.39 1.68 0.72  0.099
H -3.39 2.10 -0.78  0.116
H -3.23 -0.52 -0.87  0.122
H -3.53 -0.49 0.84  0.123
H -1.21 -0.45 0.47  0.091
H -2.27 1.01 2.16  0.121
H -1.75 2.35 1.05  0.105
H -0.23 0.49 2.83  0.111
H -0.13 2.16 2.74  0.125
H 2.29 2.74 1.55  0.071
H 0.82 3.20 0.71  0.099
H 2.05 2.23 -0.09  0.080
C 0.30 -2.92 1.43  -0.096
O 0.13 -3.84 2.49  -0.190
C -1.02 -3.59 3.26  -0.246
C -1.03 -4.55 4.41  -0.225
N -1.18 -5.92 3.93  -0.047
C -1.00 -6.90 4.99  -0.227
C -0.83 -8.28 4.39  -0.253
O 0.34 -8.31 3.61  -0.183
C 0.45 -9.50 2.87  -0.119
H 0.86 -2.06 1.81  0.090
H -0.64 -2.60 0.98  0.077
H 0.96 -3.39 0.71  0.088
H -1.92 -3.74 2.65  0.125
H -1.00 -2.55 3.63  0.119
H -1.78 -4.24 5.15  0.122
H -0.07 -4.43 4.94  0.122
H -0.39 -6.08 3.31  0.105
H -1.85 -6.95 5.68  0.119
H -0.12 -6.66 5.61  0.122
H -1.69 -8.48 3.72  0.122
H -0.92 -9.04 5.18  0.124
H 1.21 -9.37 2.09  0.087
H -0.46 -9.74 2.30  0.089
H 0.78 -10.32 3.51  0.089
C -5.62 0.79 8.61  -0.103
O -4.76 1.12 7.53  -0.188
C -5.14 2.21 6.75  -0.241
C -4.47 2.05 5.37  -0.195
N -3.95 3.28 4.77  -0.066
C -5.00 4.06 4.10  -0.208
C -4.96 3.85 2.61  -0.237
O -5.73 4.84 1.94  -0.194
C -4.96 5.71 1.14  -0.108
H -5.93 -0.24 8.51  0.088
H -6.55 1.38 8.61  0.083
H -5.14 1.03 9.56  0.086
H -4.90 3.20 7.15  0.124
H -6.24 2.18 6.66  0.115
H -5.18 1.57 4.69  0.118
H -3.63 1.36 5.51  0.111
H -3.64 3.85 5.55  0.092
H -4.84 5.13 4.31  0.124
H -5.98 3.89 4.56  0.121
H -5.45 2.90 2.36  0.108
H -3.94 3.74 2.23  0.112
H -5.63 6.31 0.54  0.086
H -4.30 5.15 0.47  0.082
H -4.31 6.34 1.76  0.089
O -8.99 0.52 -5.60  -0.072
C -7.81 0.93 -4.90  -0.255
C -7.03 1.78 -5.86  -0.240
O -6.27 0.96 -6.76  -0.072
H -9.61 0.14 -4.97  0.083
H -8.19 1.56 -4.07  0.113
H -7.19 0.15 -4.46  0.122
H -6.24 2.37 -5.39  0.119
H -7.73 2.43 -6.38  0.120
H -6.85 0.33 -7.18  0.080
O -0.90 4.28 -2.15  -0.056
C -0.81 2.87 -2.01  -0.255
C -1.41 2.06 -3.11  -0.255
O -0.49 1.86 -4.16  -0.063
H -0.67 4.45 -3.07  0.083
H 0.24 2.60 -1.81  0.112
H -1.24 2.53 -1.07  0.074
H -2.32 2.57 -3.45  0.128
H -1.71 1.12 -2.63  0.103
H -0.52 0.98 -4.55  0.077
O 4.32 5.14 1.00  -0.051
C 4.82 4.27 2.00  -0.271
C 4.11 4.49 3.31  -0.260
O 4.48 5.79 3.78  -0.070
H 4.77 5.98 1.10  0.087
H 4.74 3.23 1.68  0.114
H 5.86 4.50 2.25  0.125
H 4.44 3.73 4.03  0.120
H 3.03 4.45 3.20  0.112
H 4.11 5.92 4.66  0.083
O 1.24 -0.02 8.44  -0.051
C 0.71 0.57 7.28  -0.269
C 1.54 0.19 6.08  -0.222
O 1.41 -1.25 5.92  -0.080
H 0.52 -0.41 8.95  0.087
H -0.34 0.31 7.08  0.121
H 0.73 1.67 7.36  0.116
H 2.58 0.43 6.24  0.121
H 1.14 0.62 5.16  0.103
H 2.30 -1.62 5.96  0.078

No. 2
Entry from the Open Molecules 2025 dataset: a single C3H6N4O molecule at a distorted geometry (the ωB97M-V functional and the def2-TZVPD basis).

## Properties
Lowest unoccupied orbital energy = 0.5 eV
Molar mass = 114.11 g mol⁻¹
SMILES = NC1=NC(=O)NCN1
E_tot = -412.20894 a.u.
Energy relative to the best compared isomer or geometry (same formula, charge and spin) = 0.00 kcal/mol
Orbital gap = 9.86 eV

Each line ends with the Löwdin charge.
Geometry (Å):
N 0.26 2.00 -1.27  0.118
C 0.20 0.95 -0.38  -0.453
N 0.15 1.14 0.92  0.159
C -0.17 0.05 1.73  -0.582
O 0.02 0.05 2.92  0.070
N -0.80 -0.98 1.03  0.057
C -0.11 -1.48 -0.14  -0.186
N 0.13 -0.30 -0.96  0.049
H 0.42 2.94 -0.82  0.128
H 0.90 1.86 -2.04  0.092
H -0.98 -1.76 1.70  0.146
H 0.86 -2.00 0.03  0.126
H -0.73 -2.14 -0.75  0.121
H -0.16 -0.33 -1.97  0.153

No. 3
Entry from the Open Molecules 2025 dataset: a molecular structure, C28H50ClN4O6P3SeV at a distorted geometry (the ωB97M-V functional and the def2-TZVPD basis).

## Properties
Lowest unoccupied orbital energy (alpha / beta) = 4.3 / 4.3 eV
Charge = -2
Molar mass = 797.01 g mol⁻¹
E_tot = -6597.08550 a.u.
Spin multiplicity = 4
Energy relative to the best compared isomer or geometry (same formula, charge and spin) = 37.92 kcal/mol
Orbital gap (alpha / beta) = 5.46 / 6.85 eV

Each line ends with the Löwdin charge.
Geometry (Å):
V 0.21 1.45 1.13  0.461
C 3.64 2.65 -0.15  -0.262
P 2.57 2.16 1.26  0.839
C 3.71 1.12 2.32  -0.278
C 2.64 3.76 2.22  -0.392
C 1.30 4.48 2.24  -0.456
P -0.22 3.58 2.58  0.825
C -1.38 4.98 2.49  -0.236
C -0.11 3.21 4.38  -0.291
H 4.64 2.98 0.35  0.065
H 3.17 3.52 -0.55  -0.004
H 3.82 1.96 -0.93  0.011
H 4.82 1.17 2.20  0.040
H 3.36 0.12 2.02  -0.003
H 3.32 1.31 3.33  0.019
H 3.32 4.48 1.67  0.087
H 3.00 3.61 3.27  0.077
H 1.11 4.79 1.20  0.037
H 1.34 5.30 2.92  0.074
H -1.04 5.79 3.16  0.051
H -2.39 4.63 2.76  0.054
H -1.17 5.34 1.56  -0.025
H -1.12 2.81 4.66  0.039
H 0.21 3.92 5.09  -0.002
H 0.61 2.34 4.56  0.044
Cl -6.48 2.66 -2.40  0.573
C -5.34 2.20 -1.15  -0.660
C -5.71 1.04 -0.39  -0.131
C -4.93 0.61 0.65  -0.084
C -3.77 1.23 0.92  -0.141
C -3.45 2.43 0.24  0.011
C -4.23 2.95 -0.81  -0.083
C -2.76 0.48 1.83  -0.608
O -3.29 -0.13 2.73  0.020
O -1.56 0.61 1.41  -0.183
H -6.74 0.67 -0.59  0.091
H -5.31 -0.22 1.26  0.119
H -2.46 2.93 0.47  0.097
H -3.91 3.87 -1.29  0.106
O 1.36 3.62 -1.95  -0.513
Se 0.00 4.16 -1.28  0.737
O 0.26 5.58 -0.47  -0.538
O -0.44 3.00 -0.13  -0.655
O -1.29 4.15 -2.32  -0.532
N 1.05 -0.21 0.30  -0.305
P 0.65 -1.41 -0.58  0.566
N 2.08 -2.07 -1.30  -0.213
C 3.35 -1.34 -1.17  -0.211
C 4.50 -2.28 -1.59  -0.215
C 4.24 -3.66 -1.06  -0.206
C 3.02 -4.26 -1.87  -0.179
C 2.05 -3.12 -2.31  -0.228
N 0.04 -2.83 0.12  -0.227
C 0.99 -3.68 0.90  -0.195
C 0.26 -4.45 2.04  -0.199
C -1.08 -5.01 1.56  -0.215
C -2.07 -3.83 1.23  -0.134
C -1.23 -2.54 0.79  -0.215
N -0.43 -1.14 -1.84  -0.192
C -0.34 0.07 -2.68  -0.166
C -1.77 0.50 -3.11  -0.147
C -2.85 -0.61 -2.92  -0.200
C -2.35 -1.96 -3.35  -0.193
C -0.99 -2.26 -2.61  -0.222
H 3.44 -1.19 -0.11  0.071
H 3.34 -0.30 -1.53  0.103
H 5.48 -1.97 -1.18  0.105
H 4.66 -2.32 -2.71  0.116
H 3.90 -3.57 -0.02  0.099
H 5.09 -4.32 -1.19  0.090
H 2.51 -4.98 -1.17  0.079
H 3.31 -4.76 -2.84  0.106
H 1.03 -3.42 -2.40  0.057
H 2.43 -2.81 -3.32  0.117
H 1.78 -3.02 1.36  0.113
H 1.51 -4.34 0.19  0.067
H -0.01 -3.70 2.81  0.113
H 0.97 -5.13 2.54  0.104
H -1.49 -5.59 2.46  0.102
H -0.97 -5.81 0.76  0.109
H -2.72 -3.56 2.08  0.105
H -2.72 -4.10 0.42  0.074
H -1.02 -1.85 1.61  0.096
H -1.73 -2.00 -0.02  0.093
H 0.10 -0.09 -3.61  0.081
H 0.15 0.94 -2.24  0.105
H -1.82 0.82 -4.17  0.112
H -2.02 1.42 -2.56  0.088
H -3.63 -0.29 -3.57  0.085
H -3.16 -0.71 -1.82  0.130
H -2.15 -2.10 -4.38  0.075
H -3.13 -2.74 -3.08  0.112
H -0.33 -2.67 -3.42  0.098
H -1.19 -3.08 -1.90  0.093

No. 4
Entry from the Open Molecules 2025 dataset: 3 unconnected molecules or ions with the total composition C4H9N3O2 at a distorted geometry (the ωB97M-V functional and the def2-TZVPD basis).

## Properties
Lowest unoccupied orbital energy (alpha / beta) = 0.5 / 0.5 eV
Molar mass = 131.14 g mol⁻¹
E_tot = -472.36294 a.u.
Energy relative to the best compared isomer or geometry (same formula, charge and spin) = 144.76 kcal/mol
Orbital gap (alpha / beta) = 7.69 / 7.69 eV

Each line ends with the Löwdin charge.
Geometry (Å):
C -0.06 0.74 0.29  -0.327
C -0.55 -0.52 0.01  -0.336
C -0.58 -0.07 1.44  0.011
C 1.83 -0.46 0.30  -0.411
N 0.33 1.96 -0.08  0.160
N -0.58 -1.61 -0.80  0.146
N -2.16 0.73 -0.42  -0.014
O 2.37 -0.40 -0.97  0.005
O 2.46 -0.91 1.22  0.028
H 3.30 -0.69 -0.92  0.101
H 0.47 2.13 -1.07  0.116
H -0.03 2.73 0.46  0.118
H -0.01 -1.53 -1.64  0.107
H -0.45 -2.49 -0.32  0.114
H -2.14 0.62 -1.43  -0.007
H -2.84 0.04 -0.10  -0.007
H 0.15 -0.49 2.13  0.097
H -1.53 0.22 1.88  0.100

No. 5
Entry from the Open Molecules 2025 dataset: a molecular structure, CH4F2InNO5S2 at a distorted geometry (the ωB97M-V functional and the def2-TZVPD basis).

## Properties
Lowest unoccupied orbital energy = -13.2 eV
Charge = +2
Molar mass = 326.99 g mol⁻¹
E_tot = -1656.60618 a.u.
Energy relative to the best compared isomer or geometry (same formula, charge and spin) = 61.03 kcal/mol
Orbital gap = 6.19 eV

Each line ends with the Löwdin charge.
Geometry (Å):
In -0.60 0.30 -0.56  1.631
N -0.55 -0.45 0.99  -0.492
S 0.51 -1.01 1.83  0.478
O 0.29 -2.39 2.16  -0.128
O 1.25 -0.17 2.79  -0.141
F 1.60 -1.11 0.63  -0.169
S -1.65 -0.26 2.34  0.763
O -1.43 0.90 3.21  -0.149
O -2.05 -1.51 3.07  -0.126
F -2.89 0.28 1.40  -0.174
C 1.16 1.13 -3.02  0.017
O 0.16 0.55 -2.21  -0.089
H 1.56 2.11 -2.74  0.140
H 2.05 0.50 -3.03  0.135
H 0.96 1.17 -4.09  0.143
H -0.38 -0.02 -2.77  0.160

No. 6
Entry from the Open Molecules 2025 dataset: a single C2H3N3O molecule at a distorted geometry (the ωB97M-V functional and the def2-TZVPD basis).

## Properties
Lowest unoccupied orbital energy = 0.5 eV
Molar mass = 85.07 g mol⁻¹
SMILES = O=c1nc[nH][nH]1
E_tot = -317.49851 a.u.
Energy relative to the best compared isomer or geometry (same formula, charge and spin) = 21.22 kcal/mol
Orbital gap = 9.59 eV

Each line ends with the Löwdin charge.
Geometry (Å):
O -2.43 -0.21 -0.06  0.029
C -1.21 -0.26 -0.02  -0.579
N -0.37 -1.37 -0.03  0.144
C 0.84 -0.90 -0.04  -0.174
N 0.92 0.45 -0.11  0.027
N -0.42 0.87 -0.08  0.086
H 1.75 -1.48 -0.03  0.123
H 1.67 1.07 0.23  0.167
H -0.76 1.82 0.15  0.177

No. 7
Entry from the Open Molecules 2025 dataset: 2 unconnected molecules or ions with the total composition CH2N2OS2 at a distorted geometry (the ωB97M-V functional and the def2-TZVPD basis).

## Properties
Lowest unoccupied orbital energy = -1.8 eV
Molar mass = 122.17 g mol⁻¹
E_tot = -1020.32911 a.u.
Energy relative to the best compared isomer or geometry (same formula, charge and spin) = 39.65 kcal/mol
Orbital gap = 7.10 eV

Each line ends with the Löwdin charge.
Geometry (Å):
C -2.33 0.37 0.51  -0.076
N -1.18 0.86 0.33  -0.226
N -0.14 1.22 0.07  0.194
O 3.34 -1.34 -1.94  -0.601
S 3.32 -1.25 0.87  0.200
S 2.85 -0.52 -0.84  0.371
H -2.91 0.07 -0.39  0.075
H -2.96 0.58 1.39  0.064

No. 8
Entry from the Open Molecules 2025 dataset: a molecular structure, C11H17N3O7P2Pt (the ωB97M-V functional and the def2-TZVPD basis).

## Properties
Lowest unoccupied orbital energy = -10.3 eV
Charge = +2
Molar mass = 560.30 g mol⁻¹
E_tot = -1921.89721 a.u.
Energy relative to the best compared isomer or geometry (same formula, charge and spin) = 30.82 kcal/mol
Orbital gap = 6.17 eV

Each line ends with the Löwdin charge.
Geometry (Å):
Pt 0.59 -0.69 -0.78  1.632
O 0.50 -4.05 -2.79  -0.001
P 0.15 -3.22 -1.54  0.310
O -0.63 -3.75 -0.44  -0.184
O -0.29 -1.78 -2.14  -0.313
O 1.58 -2.58 -0.91  -0.372
P 2.83 -1.91 -1.89  0.325
O 3.77 -1.47 -0.72  -0.060
O 3.33 -2.70 -2.98  -0.140
O 1.94 -0.64 -2.21  -0.338
H 0.23 -4.98 -2.80  0.150
H 4.65 -1.88 -0.73  0.132
C -3.49 2.29 -2.64  0.022
C -2.11 2.07 -2.12  -0.233
C -1.04 2.93 -1.98  0.072
C 0.03 2.19 -1.49  -0.295
N -0.39 0.93 -1.31  -0.151
N -1.69 0.86 -1.69  0.099
C 1.44 2.60 -1.22  0.007
H -3.65 3.35 -2.79  0.101
H -4.24 1.91 -1.95  0.101
H -3.62 1.78 -3.60  0.106
H -1.03 3.98 -2.24  0.141
H -2.17 -0.03 -1.74  0.177
H 1.53 3.68 -1.30  0.105
H 2.11 2.14 -1.95  0.096
H 1.77 2.31 -0.22  0.083
C -0.33 -0.06 5.42  0.002
C -0.19 -0.18 3.95  -0.189
C -0.28 0.93 3.10  0.034
C -0.15 0.78 1.75  -0.079
N 0.10 -0.43 1.19  -0.135
C 0.17 -1.53 1.99  -0.070
C 0.02 -1.43 3.35  0.038
H -0.59 0.95 5.73  0.097
H 0.61 -0.34 5.90  0.116
H -1.09 -0.75 5.79  0.112
H -0.46 1.92 3.51  0.139
H -0.25 1.61 1.07  0.110
H 0.31 -2.48 1.50  0.107
H 0.07 -2.33 3.94  0.146